No. 1
{
  "formula": "C14H14N6O5Pt",
  "method": "ωB97M-V/def2-TZVPD",
  "species": ["Pt", "O", "C", "O", "C", "C", "N", "N", "C", "C", "O", "O", "H", "H", "H", "N", "C", "O", "C", "C", "N", "C", "N", "H", "H", "C", "C", "C", "C", "C", "N", "H", "H", "H", "H", "H", "H", "H", "H", "H"],
  "positions_angstrom": [[0.26323, -0.33497, 0.47680], [4.32801, 3.48816, -0.02771], [4.83414, 2.39523, -0.22861], [6.09903, 2.29531, -0.49663], [4.06355, 1.13673, -0.18776], [4.42494, -0.18337, -0.39075], [3.31880, -0.91861, -0.23374], [2.25507, -0.16204, 0.05932], [2.69339, 1.09191, 0.09217], [1.67210, 2.11892, 0.41292], [1.97565, 3.34119, 0.47979], [0.51604, 1.68641, 0.61059], [2.96191, 3.48652, 0.23340], [5.36903, -0.64558, -0.63412], [3.22434, -1.92295, -0.32924], [-3.87829, -0.02573, 1.12100], [-2.73355, -0.63861, 0.89859], [-1.66010, 0.03014, 0.93060], [-2.73589, -2.07349, 0.63179], [-3.91710, -2.78760, 0.53076], [-4.91905, -3.37411, 0.47552], [-1.45472, -2.75680, 0.48859], [-1.10843, -4.04808, 0.41416], [-4.75955, -0.51999, 1.13233], [-3.88136, 0.97038, 1.29666], [2.12756, -3.96594, -1.18350], [1.52774, -4.29281, 0.20090], [2.43876, -3.82500, 1.35268], [1.29345, -5.80564, 0.31050], [0.22770, -3.61206, 0.32558], [-0.18667, -2.22383, 0.40610], [3.17718, -4.26446, -1.21773], [2.03333, -2.90882, -1.45524], [1.60456, -4.51474, -1.96615], [3.45063, -4.20410, 1.20203], [2.07712, -4.21164, 2.30493], [2.47857, -2.73752, 1.45537], [2.24633, -6.32105, 0.19251], [0.61575, -6.15780, -0.46605], [0.87847, -6.07150, 1.28190]],
  "nbo_charge": [1.050, -0.539, 0.732, -0.044, -0.235, 0.089, -0.281, -0.258, 0.079, 0.814, -0.536, -0.588, 0.506, 0.281, 0.466, -0.685, 0.640, -0.631, -0.086, 0.195, -0.057, 0.265, -0.213, 0.443, 0.449, -0.608, -0.153, -0.603, -0.596, 0.410, -0.363, 0.236, 0.181, 0.258, 0.239, 0.251, 0.182, 0.240, 0.237, 0.235],
  "s2": 6.031,
  "total_charge": 2,
  "e_lumo_ha": [-0.2691, -0.3737],
  "multiplicity": 5,
  "fmax_ev_per_a": 1.05
}

=====

No. 2
{
  "formula": "C4H6N2O",
  "method": "ωB97M-V/def2-TZVPD",
  "species": ["N", "C", "O", "C", "C", "C", "N", "H", "H", "H", "H", "H", "H"],
  "positions_angstrom": [[1.42890, -1.36889, -1.01208], [2.04015, -0.72319, 0.00062], [1.45927, 0.35340, 0.52451], [0.21914, 0.91064, 0.11564], [-0.93068, 0.14113, 0.76773], [-2.21490, 0.76066, 0.44363], [-3.20885, 1.28257, 0.16778], [0.56108, -1.29432, -1.55213], [1.99866, -2.16208, -1.24935], [0.13159, 0.92558, -0.97604], [0.24374, 1.93927, 0.48320], [-0.93174, -0.90103, 0.43205], [-0.79636, 0.13626, 1.85446]],
  "nbo_charge": [-0.859, 0.323, -0.509, -0.076, -0.537, 0.277, -0.310, 0.379, 0.407, 0.183, 0.211, 0.249, 0.263],
  "e_lumo_ha": 0.0202,
  "multiplicity": 1,
  "fmax_ev_per_a": 1.08
}

=====

No. 3
{
  "formula": "C5H10O",
  "method": "ωB97M-V/def2-TZVPD",
  "species": ["C", "C", "C", "C", "C", "O", "H", "H", "H", "H", "H", "H", "H", "H", "H", "H"],
  "positions_angstrom": [[-1.04982, -0.79243, -1.23554], [-0.92469, -0.37555, 0.20042], [0.33991, -0.10612, 0.96543], [1.63710, -0.34155, 0.18062], [-0.61207, 1.03696, 0.58200], [0.03516, 1.97153, -0.24110], [-0.52425, -0.08522, -1.88202], [-2.11320, -0.74637, -1.49442], [-0.68698, -1.80671, -1.42407], [-1.68699, -0.78721, 0.86176], [0.41651, -0.40426, 2.00784], [2.50952, 0.23456, 0.51152], [1.89786, -1.40278, 0.29868], [1.53046, -0.17528, -0.89629], [-1.45388, 1.51335, 1.09917], [0.66938, 2.32742, 0.40179]],
  "nbo_charge": [-0.619, -0.235, -0.245, -0.617, 0.056, -0.707, 0.221, 0.217, 0.209, 0.211, 0.211, 0.207, 0.214, 0.221, 0.184, 0.471],
  "e_lumo_ha": 0.0346,
  "multiplicity": 1,
  "fmax_ev_per_a": 1.23,
  "smiles": "C[C@@H]1[C@H](C)[C@@H]1O"
}

=====

No. 4
{
  "formula": "C2H4Rh",
  "method": "ωB97M-V/def2-TZVPD",
  "species": ["C", "C", "H", "H", "H", "Rh", "H"],
  "positions_angstrom": [[-0.50257, 0.21999, -0.04695], [0.66072, -0.52193, -0.22123], [-0.49362, 1.30135, -0.25749], [-1.47569, -0.18892, -0.36991], [0.45319, -1.60697, -0.28499], [2.54691, 0.30512, -0.41314], [-1.18893, 0.49136, 1.59372]],
  "nbo_charge": [-0.574, -0.657, 0.200, 0.215, 0.174, 0.608, 0.035],
  "s2": 8.808,
  "e_lumo_ha": [0.0090, -0.1039],
  "multiplicity": 6,
  "fmax_ev_per_a": 1.58
}

=====

No. 5
{
  "formula": "C3H7FSi",
  "method": "ωB97M-V/def2-TZVPD",
  "species": ["C", "C", "C", "F", "Si", "H", "H", "H", "H", "H", "H", "H"],
  "positions_angstrom": [[-1.60460, -0.59920, -0.13538], [-0.15895, -1.04323, -0.22445], [-0.54893, 0.44165, -0.13883], [2.85891, -0.58599, 0.83142], [3.20724, 0.46323, -0.35491], [-2.39233, -0.64651, -0.90196], [-1.90915, -0.57157, 0.88791], [0.18227, -1.67374, 0.49586], [0.12594, -1.33471, -1.21064], [-0.41654, 1.03746, 0.73396], [2.53451, -0.22005, -1.47221], [4.58210, 0.90035, -0.58258]],
  "nbo_charge": [-0.485, -0.471, -0.080, -0.662, 1.119, 0.226, 0.212, 0.214, 0.213, 0.168, -0.232, -0.223],
  "e_lumo_ha": [-0.0237, -0.0034],
  "multiplicity": 1,
  "fmax_ev_per_a": 4.10
}

=====

No. 6
{
  "formula": "C20H28AlBCl2F9LiMgN3O13PS3",
  "method": "ωB97M-V/def2-TZVPD",
  "species": ["C", "C", "C", "C", "C", "S", "C", "N", "N", "C", "O", "O", "C", "O", "O", "C", "P", "O", "C", "C", "C", "N", "C", "C", "H", "H", "H", "H", "H", "H", "H", "H", "H", "H", "H", "H", "H", "H", "H", "H", "C", "F", "F", "F", "S", "O", "O", "O", "Li", "B", "F", "F", "F", "F", "Al", "F", "C", "O", "H", "H", "H", "H", "Cl", "C", "C", "Cl", "H", "H", "H", "H", "C", "C", "O", "S", "O", "O", "O", "H", "H", "H", "H", "F", "Mg"],
  "positions_angstrom": [[-2.83711, 1.43869, 2.41410], [-2.50652, 0.60182, 1.14438], [-1.24178, -0.32554, 1.29316], [-0.79741, -0.74244, 2.72674], [-1.90078, -1.41623, 3.63819], [-3.24361, -2.29866, 2.74311], [-4.71953, -1.38400, 3.12904], [-5.42463, -1.34175, 4.26231], [-6.47384, -0.53466, 4.14586], [-6.43755, 0.00144, 2.91692], [-5.36434, -0.52171, 2.31162], [-1.18498, -1.45780, 0.39792], [0.19219, -1.64950, 0.13224], [0.61752, -2.62720, -0.37756], [0.91007, -0.53619, 0.61424], [-0.10431, 0.51066, 0.54262], [-0.26944, 0.68138, -1.36666], [1.06900, 0.48498, -1.99342], [0.28596, 1.87405, 1.14007], [-0.45474, 3.07122, 0.87214], [-0.02110, 4.26134, 1.51212], [1.01706, 4.39429, 2.34293], [1.70732, 3.26306, 2.53402], [1.43350, 1.98431, 1.99954], [-1.95236, 1.95799, 2.84976], [-3.55361, 2.24798, 2.15412], [-3.29491, 0.86365, 3.24122], [-3.36064, -0.07030, 0.93814], [-2.43628, 1.30067, 0.29161], [-0.50458, 0.20184, 3.24410], [0.09431, -1.39304, 2.75651], [-2.37006, -0.71603, 4.34950], [-1.38347, -2.19208, 4.24423], [-7.15047, 0.74245, 2.48050], [-1.15658, -0.29242, -1.90722], [-0.77261, 1.96690, -1.65595], [-1.33498, 3.05869, 0.21255], [-0.62067, 5.17044, 1.32260], [2.59887, 3.33420, 3.20726], [2.05290, 1.10360, 2.21659], [-3.40753, 3.03437, -5.04188], [-2.72988, 3.02121, -6.18195], [-3.99041, 4.23559, -4.89783], [-4.38929, 2.14876, -5.07676], [-2.16132, 2.69046, -3.76690], [-1.15223, 3.86729, -3.99364], [-1.61645, 1.41019, -4.07299], [-2.82533, 2.75014, -2.50358], [1.32954, 3.62762, 4.74107], [-5.56962, 0.92602, -1.85287], [-4.54396, 0.25916, -2.53365], [-5.18176, 1.14745, -0.47923], [-5.84997, 2.14708, -2.46803], [-6.73781, 0.11462, -1.83519], [-7.72380, 0.04751, 0.79110], [-0.98354, 3.76262, -5.29903], [-1.40222, -2.51263, -3.95473], [-1.74281, -2.53988, -2.56669], [-1.98240, -1.72877, -4.43648], [-0.33714, -2.29864, -4.07405], [-1.64069, -3.47304, -4.41669], [-1.21994, -3.23738, -2.15855], [6.61826, -1.54697, -2.74395], [5.19093, -0.47661, -2.77886], [3.97551, -1.12775, -2.16478], [3.35469, -2.47654, -3.14479], [5.01309, -0.18437, -3.81177], [5.45278, 0.41707, -2.21226], [3.16588, -0.40090, -2.08601], [4.19050, -1.50929, -1.16653], [7.79806, -2.08120, 0.43953], [7.06677, -3.19283, 1.15983], [7.90208, -3.52481, 2.26874], [8.67119, -2.19490, 2.77085], [7.95321, -1.65222, 3.87061], [10.05562, -2.47492, 2.82788], [8.37277, -1.28078, 1.47837], [8.60840, -2.47597, -0.17697], [7.13392, -1.48446, -0.17749], [6.90542, -4.06239, 0.52624], [6.10569, -2.84450, 1.55246], [1.72221, -4.32150, -0.47620], [1.49580, -5.52001, 1.10249]],
  "mulliken_charge": [-1.654, 0.483, 1.338, -0.986, -0.925, -0.186, 0.419, -0.284, -0.470, 0.239, 0.040, -0.023, -0.479, -0.296, -0.385, 0.738, 1.478, -0.882, -0.116, -0.147, -0.769, -0.626, -1.692, -0.080, 0.262, 0.450, 0.230, 0.743, -0.576, 0.086, 0.694, 0.515, 0.493, 0.246, 0.108, -0.213, 0.482, 0.417, 0.936, 0.502, 0.624, -0.199, -0.213, -0.139, 1.209, -0.070, -0.584, -0.537, 0.982, 0.348, -0.277, -0.323, -0.338, -0.353, 0.756, -0.066, -0.600, -0.364, 0.200, 0.254, 0.342, 0.224, -0.198, -0.518, 0.208, -0.197, 0.415, 0.336, -0.053, 0.109, -0.045, -0.248, -0.327, 1.086, -0.538, -0.508, -0.346, 0.334, -0.013, 0.331, 0.230, -0.347, 1.302],
  "total_charge": 2,
  "e_lumo_ha": -0.3635,
  "multiplicity": 1,
  "fmax_ev_per_a": 5.95
}